1.
The following is a quantum chemistry calculation of C4H5NO2 in the gas phase, from the Open Molecules 2025 dataset.

```
12
Properties=species:S:1:pos:R:3:forces:R:3:lowdin_charge:R:1
O 1.88151 -1.52342 1.27184 -0.233 0.593 -0.155 0.076
C 1.00958 -0.69823 1.18418 0.055 -0.421 -0.118 -0.212
C 0.73405 0.21568 0.01001 -0.140 -0.300 -0.146 -0.218
C -0.24675 -0.54013 -0.98181 0.197 0.021 -0.261 -0.133
N -1.50258 0.19213 -0.86845 0.045 0.469 0.104 0.068
C -1.30064 1.14485 -0.06725 -0.274 -0.091 -0.207 -0.222
O -0.07378 1.30866 0.49077 -0.097 -0.088 0.005 -0.036
H 0.19430 -0.60625 1.92584 0.091 -0.059 0.318 0.140
H 1.62183 0.67166 -0.45476 -0.246 -0.590 0.097 0.161
H 0.15905 -0.48035 -1.99102 -0.152 0.073 -0.117 0.113
H -0.48727 -1.60753 -0.82491 0.637 0.428 0.463 0.126
H -2.04370 1.87725 0.22743 0.115 -0.035 0.018 0.136
```
Forces are in eV/Å.

E_HOMO: -0.363 hartree
SMILES: O=C[C@H]1CN=CO1
DFT total energy: -9812.9452 eV


2.
The following is a quantum chemistry calculation of a molecular structure, C6H14BF2GeN3O2RhS, from the Open Molecules 2025 dataset.

```
31
Properties=species:S:1:pos:R:3:forces:R:3:lowdin_charge:R:1
Rh -0.38969 0.30368 -0.43009 -0.780 -0.069 -0.419 0.843
N -0.22965 1.92589 0.72274 0.095 0.233 0.152 -0.068
N 0.90345 2.67097 0.32587 -0.055 0.240 0.204 0.010
C 1.50904 2.34694 -0.91184 0.067 -0.116 -0.213 -0.720
O 2.29948 3.15655 -1.37035 -0.043 -0.025 -0.018 0.016
O 1.16592 1.20901 -1.40149 0.602 -0.219 0.221 -0.155
H -1.11135 2.42983 0.65397 0.100 0.184 -0.008 0.113
H -0.09356 1.60711 1.67732 -0.144 -0.069 0.001 0.113
H 0.88303 3.65531 0.53832 -0.010 0.016 -0.015 0.128
F 0.01215 -1.02851 2.15683 -0.119 0.066 0.131 0.101
B 0.39852 -1.23246 0.85416 -0.088 0.057 -0.291 -0.952
F 1.76472 -1.34626 0.75183 0.009 0.064 0.004 0.109
C 1.71841 -1.88558 -2.50105 0.151 0.026 0.003 -0.212
Ge -0.12530 -2.30412 -2.06181 -0.072 -0.065 0.048 0.762
C -0.48396 -4.17150 -2.53137 -0.060 -0.078 -0.086 -0.232
C -1.32839 -1.17199 -3.10797 -0.059 0.082 -0.030 -0.228
C -0.45960 -2.20484 -0.10308 0.125 0.001 -0.007 -0.217
H 1.92460 -2.10593 -3.55021 -0.019 -0.020 -0.005 0.017
H 2.39390 -2.47111 -1.87629 0.028 0.035 -0.011 0.023
H 1.90050 -0.82606 -2.31773 0.061 -0.035 0.010 0.002
H -0.30783 -4.34823 -3.59456 0.007 -0.001 0.016 0.011
H -1.52126 -4.42824 -2.30906 0.028 -0.029 0.025 0.017
H 0.17368 -4.82687 -1.95662 -0.040 -0.012 -0.015 0.014
H -1.30986 -1.48119 -4.15541 0.027 -0.012 0.007 0.016
H -1.01208 -0.12678 -3.06153 -0.062 0.002 -0.014 0.007
H -2.35096 -1.24624 -2.73754 -0.006 0.049 -0.004 0.014
H -0.10458 -3.20126 0.19178 0.147 -0.024 -0.083 0.066
H -1.52624 -2.17853 0.10630 -0.018 -0.032 0.009 0.038
S -5.17281 0.27115 -0.38716 -0.004 0.000 0.002 0.400
C -3.55291 0.20660 -0.19089 -0.090 0.008 0.070 -0.974
N -2.39594 0.16128 -0.04628 0.223 -0.255 0.314 -0.064
```
Forces are in eV/Å.

E_HOMO: -0.175 hartree
Net charge: -1
DFT total energy: -91491.0097 eV


3.
The following is a quantum chemistry calculation of a gas-phase ion, C4H11N4 (charge +1) at a distorted geometry, from the Open Molecules 2025 dataset.

```
19
Properties=species:S:1:pos:R:3:forces:R:3:lowdin_charge:R:1
H -0.31556 -3.92452 0.23506 -1.409 1.586 -0.512 0.158
N -0.88868 -3.05934 0.56621 0.758 -0.956 2.255 0.189
N -0.90055 -2.10404 -0.14863 1.399 1.076 -2.528 0.011
C -1.39114 -0.87514 -0.41012 -2.278 -0.730 0.431 -0.046
N -0.73060 0.18174 -0.82025 0.905 -2.408 1.183 -0.144
C -1.24253 1.40380 -1.38649 -1.709 -0.058 -1.550 0.003
C 0.64771 0.18528 -0.39774 2.992 1.357 -1.212 -0.146
C 0.89141 0.86906 0.99756 1.752 0.432 -1.794 -0.247
N 2.11015 0.45154 1.59757 -0.657 -1.307 1.194 0.013
H -2.49988 -0.89311 -0.36665 0.625 0.205 -0.779 0.184
H -0.36865 1.83742 -1.91224 -0.839 0.145 0.379 0.113
H -2.11560 1.22395 -2.15002 1.740 0.177 1.522 0.149
H -1.61405 1.98515 -0.54882 0.073 0.670 -0.287 0.103
H 1.35105 0.59752 -1.24106 -1.533 -0.301 1.509 0.169
H 1.06589 -0.80226 -0.25693 -0.497 -0.650 -0.037 0.104
H 0.86890 1.94658 0.94606 -0.355 0.452 -0.329 0.115
H 0.11226 0.53311 1.60005 -1.481 -0.402 1.262 0.098
H 3.05524 0.66934 1.35613 -0.142 0.347 -0.301 0.085
H 1.96459 -0.22611 2.34031 0.657 0.366 -0.405 0.088
```
Forces are in eV/Å.

E_HOMO (spin up / spin down): -0.460 / -0.460 hartree
Net charge: +1
SMILES: [H]/N=N/C=[N+](/C)CCN
DFT total energy: -10276.4292 eV


4.
The following is a quantum chemistry calculation of a molecular structure, C40H46N6O9P2STi at a distorted geometry, from the Open Molecules 2025 dataset.

```
105
Properties=species:S:1:pos:R:3:forces:R:3:lowdin_charge:R:1
Ti -1.15565 -0.30140 -0.18233 -0.615 -0.302 -0.737 1.188
C -0.12540 1.49839 -3.40951 0.018 0.047 -0.064 -0.005
C -0.92453 1.74473 -2.17224 0.013 0.057 0.138 -0.394
O -0.43005 1.12851 -1.04932 -0.233 0.195 0.204 -0.193
C -2.02190 2.49569 -2.09260 0.041 -0.097 -0.003 0.005
C -2.62297 2.72342 -0.75443 -0.083 -0.076 0.049 -0.334
C -1.95926 3.78884 0.07224 -0.008 0.032 -0.003 -0.033
N -3.59475 2.08466 -0.23255 0.034 0.088 -0.126 0.085
N -4.38251 1.21517 -0.94398 -0.062 0.046 0.100 0.111
C -3.99502 0.04581 -1.25996 0.226 0.089 -0.198 -0.378
O -2.74356 -0.41789 -1.22929 0.419 -0.134 0.711 -0.189
C -5.00445 -0.91320 -1.78259 -0.048 0.062 -0.104 -0.139
C -4.82138 -2.28065 -1.61800 -0.040 -0.057 0.025 -0.035
C -5.77299 -3.17848 -2.08374 0.021 0.011 -0.002 -0.077
C -6.90930 -2.71428 -2.72714 0.004 0.016 0.000 -0.093
C -7.09730 -1.34679 -2.88861 -0.016 0.002 -0.015 -0.081
C -6.15578 -0.44981 -2.41443 0.016 -0.029 0.004 -0.027
H 0.93788 1.63670 -3.20290 -0.023 -0.001 0.014 0.094
H -0.26633 0.47747 -3.77041 -0.001 -0.003 0.017 0.073
H -0.43087 2.18326 -4.19882 0.011 -0.012 -0.003 0.087
H -2.41639 2.98446 -2.97367 0.004 0.024 0.001 0.123
H -1.98311 4.73560 -0.47314 0.004 0.001 -0.005 0.087
H -2.46983 3.91030 1.02419 0.001 0.037 -0.022 0.068
H -0.91256 3.53519 0.25021 0.030 -0.019 -0.006 0.062
H -3.95327 -2.64495 -1.08484 -0.018 0.025 0.001 0.088
H -5.62710 -4.24022 -1.93240 -0.005 -0.012 -0.001 0.103
H -7.65086 -3.41146 -3.09444 -0.006 -0.010 -0.002 0.099
H -7.98579 -0.97776 -3.38456 -0.007 -0.004 -0.005 0.101
H -6.30000 0.61633 -2.52031 0.005 0.012 0.003 0.109
N 4.44430 -1.31888 0.59800 0.190 0.126 -0.006 0.123
C 3.33507 -1.26118 1.60964 -0.011 -0.015 0.082 -0.570
C 3.90492 -1.05992 2.99773 -0.001 0.021 0.054 -0.117
P 2.79283 -3.23531 1.57137 -0.012 0.024 -0.026 0.672
O 2.32314 -3.23462 -0.03033 0.257 -0.114 0.029 -0.329
O 1.58737 -3.31784 2.44545 -0.033 -0.048 0.029 -0.461
O 0.31280 -1.36862 0.35794 0.055 0.176 0.203 -0.350
P 2.25380 0.04716 1.02613 -0.180 -0.037 0.080 0.529
O 2.38769 1.18833 2.06651 0.022 0.067 0.097 -0.110
O 2.54727 0.28856 -0.40518 0.000 0.075 -0.032 -0.273
O 0.67725 -0.33668 1.30342 0.207 -0.199 -0.144 -0.238
H 4.79338 -2.28949 0.56991 0.007 -0.100 0.003 0.111
H 5.21120 -0.68025 0.81375 -0.025 -0.030 -0.028 0.147
H 4.05425 -1.06272 -0.31785 -0.030 0.013 -0.061 0.120
H 4.56393 -1.89547 3.25273 0.004 -0.003 -0.003 0.073
H 3.08510 -1.06824 3.71345 -0.020 -0.001 0.013 0.070
H 4.44420 -0.11559 3.11408 0.011 0.019 -0.014 0.067
H 1.44669 -2.82796 -0.05607 -0.234 0.078 -0.011 -0.010
H 1.75825 1.96988 2.10290 -0.057 -0.071 -0.030 0.041
C -2.04732 -3.06502 0.90154 0.038 -0.078 -0.006 -0.040
C -2.55981 -1.90278 1.68924 0.041 0.234 0.167 -0.338
C -3.37188 -1.93921 2.78366 -0.002 0.036 -0.008 -0.053
C -3.42324 -0.62145 3.32567 0.044 0.011 -0.075 -0.052
C -2.64860 0.17716 2.53205 -0.073 0.001 0.134 -0.338
C -2.38141 1.63762 2.66945 0.072 0.040 -0.015 -0.047
N -2.10811 -0.58332 1.51232 -0.024 -0.094 -0.112 -0.050
H -2.67928 -3.93014 1.10272 -0.012 0.007 -0.015 0.091
H -1.02268 -3.31870 1.18486 -0.005 0.005 0.016 0.074
H -2.06535 -2.91086 -0.18313 0.011 0.022 -0.026 0.036
H -3.84200 -2.82676 3.17708 -0.011 -0.013 0.009 0.100
H -3.96602 -0.29616 4.19909 -0.005 0.000 0.018 0.098
H -2.39878 1.91372 3.72632 -0.020 0.013 0.006 0.077
H -3.12951 2.22874 2.14158 -0.021 -0.044 0.045 0.053
H -1.40060 1.91160 2.26929 -0.023 -0.037 0.011 0.049
N 3.89362 -2.11575 -3.70509 0.123 0.025 0.026 0.169
C 2.75971 -2.17363 -3.53801 -0.104 -0.023 -0.045 -0.166
C 1.33932 -2.23658 -3.33188 -0.026 -0.011 -0.004 -0.178
C 0.50359 -2.97691 -4.16109 -0.002 0.014 0.018 0.015
C -0.85189 -2.97834 -3.88778 0.007 0.000 0.019 -0.011
C -1.32024 -2.26476 -2.79641 -0.057 -0.005 -0.039 -0.069
N -0.51047 -1.57354 -1.99206 0.020 0.014 0.008 0.029
C 0.79516 -1.54139 -2.26177 0.052 -0.046 -0.048 -0.077
H 0.91089 -3.53154 -4.99531 0.003 -0.002 -0.006 0.129
H -1.54803 -3.52842 -4.50388 0.000 -0.005 -0.002 0.116
H -2.37422 -2.22162 -2.55411 0.052 -0.015 -0.027 0.098
H 1.42387 -0.94720 -1.60973 -0.009 0.011 -0.073 0.090
O 0.69665 3.15314 2.24595 0.138 -0.055 -0.232 -0.534
S 0.74572 4.51403 2.87479 -0.141 0.006 0.000 1.005
C 0.39703 4.23233 4.63867 0.001 0.013 0.059 -0.276
C 1.20424 3.12082 5.23049 -0.008 0.004 0.014 -0.275
C 2.31296 3.38838 6.02975 0.002 -0.007 0.016 -0.068
C 3.07605 2.35020 6.54364 -0.012 0.001 -0.003 -0.083
C 2.73095 1.03456 6.26782 -0.006 0.001 -0.011 -0.076
C 1.61699 0.76040 5.48668 0.014 -0.008 0.008 -0.062
C 0.85885 1.79720 4.96788 0.005 -0.006 -0.017 -0.029
C 2.50658 5.03606 2.99509 0.054 0.013 0.020 -0.250
C 3.44992 4.13323 2.25539 0.005 0.024 0.017 -0.280
C 4.44556 3.45716 2.94878 0.001 -0.019 -0.008 -0.034
C 5.35616 2.66095 2.26838 -0.014 0.000 0.003 -0.085
C 5.25447 2.51221 0.89416 0.002 0.005 -0.007 -0.097
C 4.24197 3.16064 0.19820 0.025 0.023 0.003 -0.075
C 3.35296 3.97690 0.87515 0.023 0.007 -0.023 -0.046
H -0.67181 4.01291 4.64692 0.004 -0.012 0.010 0.095
H 0.55530 5.19160 5.13549 0.002 0.004 0.010 0.101
H 2.56883 4.41397 6.27292 0.001 0.012 0.003 0.112
H 3.93138 2.56900 7.16953 0.008 0.002 0.009 0.104
H 3.32089 0.22289 6.67308 0.006 -0.009 0.006 0.106
H 1.32993 -0.26210 5.27952 -0.003 -0.028 -0.012 0.114
H -0.00401 1.57612 4.35308 -0.028 -0.001 -0.011 0.106
H 2.77436 5.08928 4.04823 0.005 0.005 -0.007 0.073
H 2.51470 6.04440 2.57998 0.009 0.006 -0.013 0.095
H 4.50947 3.55366 4.02545 0.002 0.002 0.015 0.109
H 6.14427 2.16085 2.81662 0.012 -0.011 0.010 0.105
H 5.97252 1.90490 0.35528 0.007 -0.008 -0.003 0.101
H 4.14393 3.02647 -0.86975 0.000 -0.008 -0.022 0.111
H 2.56862 4.48490 0.32696 -0.014 0.012 -0.009 0.122
```
Forces are in eV/Å.

E_HOMO: -0.258 hartree
DFT total energy: -122125.3440 eV